Density functional theory data (wB97M-V/def2-TZVPD) for a structure of composition C51H78MnN3O3.

Each line ends with the Mulliken charge.
Element x y z (Å)
C: -0.373 -5.248 0.311  -2.591
H: -3.184 -2.369 -5.611  0.363
C: -1.874 0.703 -1.714  -0.062
H: -2.938 0.666 4.419  0.489
H: 0.670 -6.296 4.292  0.287
H: -0.758 -5.601 -0.648  0.479
H: -4.868 -2.492 -6.134  0.453
C: -0.116 -1.422 3.473  -0.174
H: -1.356 2.414 4.827  0.485
H: -4.436 0.706 2.413  0.635
H: 0.941 -3.126 -0.733  0.230
H: -0.559 -3.393 -1.646  0.612
H: -2.588 -2.639 0.509  -0.046
H: -2.739 -4.252 1.234  0.326
H: 4.454 -0.912 2.050  0.454
H: 4.431 2.892 -3.422  0.289
H: 1.531 2.017 -3.725  0.609
C: -0.146 -3.008 -0.708  -1.375
C: -3.140 0.275 -1.224  0.063
C: 2.098 4.272 -0.443  -0.560
H: 1.585 -6.421 5.802  0.478
H: -3.762 2.242 2.865  0.468
C: 3.304 5.990 -2.417  -2.191
H: 4.762 0.133 -1.442  0.392
O: -1.042 1.318 -0.926  0.381
H: 2.915 3.687 -3.850  0.258
C: 0.474 -4.008 2.699  -0.436
C: 0.980 -5.750 5.184  -1.681
H: -6.712 -1.686 -4.797  0.477
C: 2.234 -3.815 6.106  -2.202
H: 0.691 -5.030 2.411  0.443
H: 0.274 1.857 -5.650  0.454
C: 4.034 0.090 1.921  -1.722
H: 3.676 -5.558 4.639  0.462
H: 0.815 4.292 2.359  0.626
H: 2.448 -0.663 -1.072  0.217
H: -5.387 -3.714 -4.026  0.461
C: 1.953 2.220 0.878  -0.189
C: -0.302 -0.008 4.017  -2.385
C: 3.949 4.622 -2.186  2.166
H: 2.280 5.885 -2.782  0.382
H: 0.083 -5.479 5.743  0.332
H: -2.648 -4.067 -0.532  0.493
C: -2.481 -0.308 -3.833  -0.286
H: 3.289 6.579 -1.498  0.376
H: 0.908 -1.887 5.274  0.543
C: 3.107 1.728 0.180  -0.276
O: 1.321 1.541 1.806  -0.793
C: 0.684 1.792 -3.068  -2.511
H: 5.938 3.908 -1.643  0.284
C: 0.522 -0.439 -4.118  -1.721
C: 5.406 4.854 -1.749  -1.747
C: -1.575 0.437 -3.085  0.276
C: -0.635 1.550 -5.125  -2.080
C: 0.375 4.117 1.371  -1.873
H: -2.583 -0.527 3.155  0.464
C: -4.637 -1.667 -4.151  2.206
H: 4.774 0.825 2.250  0.398
C: 3.215 3.812 -1.120  -0.397
H: 2.967 -1.735 0.250  0.735
H: -4.944 -0.777 -1.605  0.399
C: 2.627 -0.725 0.004  -1.403
H: 0.197 2.730 -2.802  0.367
C: -6.043 -1.054 -4.206  -1.837
H: 5.724 0.783 -0.096  0.455
H: -6.010 -0.063 -4.663  0.372
H: -4.676 0.563 0.216  0.524
C: 3.682 2.540 -0.783  -0.288
H: -1.355 3.556 -0.404  0.591
H: -5.077 -2.957 -2.452  0.336
C: 0.599 -2.274 4.307  -0.363
C: -3.694 -0.776 -3.346  -0.467
N: -1.162 0.947 3.307  1.797
C: 3.941 3.861 -3.521  -1.494
C: 4.943 0.069 -0.366  -2.537
H: -0.807 -5.868 1.099  0.416
H: 1.378 -3.537 6.725  0.365
C: -3.498 1.277 2.438  -1.406
H: 0.178 2.380 3.927  0.432
C: -0.271 0.843 -3.809  3.022
C: 1.473 3.508 0.529  0.952
C: -2.554 0.535 3.392  -1.268
H: -2.442 3.527 2.915  0.412
H: -2.158 4.737 0.649  0.358
H: 5.436 5.368 -0.786  0.357
H: 4.554 2.168 -1.306  0.382
C: -4.715 -3.047 -3.477  -1.616
H: -3.934 3.333 1.088  0.613
H: 1.680 -0.567 0.518  -0.243
H: -1.230 2.442 -4.918  0.442
N: -0.857 3.336 1.571  1.626
C: 0.932 -3.566 3.943  -0.357
O: -1.136 -1.047 1.367  0.187
H: 2.859 -4.501 6.683  0.436
C: -4.001 -0.443 -2.032  -0.716
H: -0.661 -0.102 5.058  0.684
C: -4.154 -1.869 -5.590  -2.145
C: -0.747 -3.774 0.484  2.612
H: -2.211 -0.537 -4.856  0.252
H: 2.818 -2.919 5.893  0.398
H: -0.049 -1.121 -4.751  0.329
C: -0.516 -1.854 2.186  -0.020
H: 0.711 -5.386 0.308  0.410
H: 0.112 5.099 0.951  0.128
C: -1.850 3.679 0.558  -1.231
C: -2.283 -3.678 0.423  -1.453
C: -0.903 2.287 3.827  -1.217
H: 3.609 -4.027 3.741  0.276
C: -0.243 -3.215 1.823  -0.297
C: -1.360 3.447 2.936  -1.691
H: -4.067 -0.915 -6.113  0.394
C: -3.130 2.809 0.554  -1.315
H: -3.378 -0.530 0.724  0.670
H: 4.466 4.432 -4.293  0.490
H: 3.875 6.544 -3.165  0.449
H: 0.691 0.444 4.058  0.504
C: 3.037 -4.910 4.031  -1.569
H: 3.154 0.180 2.547  0.077
H: -1.002 4.368 3.415  0.666
H: 5.312 -0.936 -0.150  0.446
C: 1.780 -4.493 4.812  2.153
H: 1.683 5.248 -0.673  0.446
H: 0.758 -0.956 -3.185  0.169
H: 5.936 5.463 -2.487  0.479
H: -3.446 2.739 -0.488  0.415
H: -1.210 0.909 -5.796  0.327
H: 2.772 -5.451 3.122  0.306
N: -2.975 1.451 1.080  1.052
Mn: -0.458 0.874 0.961  1.131
H: 1.460 -0.197 -4.628  0.475
H: -3.723 -3.502 -3.441  0.296
C: -3.580 0.420 0.222  -2.071
H: -6.470 -0.952 -3.207  0.294
C: 3.668 0.320 0.442  2.867
H: 1.075 1.354 -2.156  -0.010
H: -0.385 -1.950 -0.645  -0.275

Cartesian forces (eV/Å) of the 3 atoms listed first:
C 0.0 0.0 0.0
H 0.0 0.0 0.0
C -0.2 -0.2 -0.4

2S+1	6
orbital gap (alpha / beta)	6.744 / 7.084	eV
net charge	-1
⟨S²⟩	8.75
E_LUMO (alpha / beta)	2.513 / 2.510	eV

---

Density functional theory data (wB97M-V/def2-TZVPD) for a structure of composition C51H87Br20FIN3OSi2.

Each line ends with the Mulliken charge.
Element x y z (Å)
C: -6.073 0.485 -5.941  -0.557
C: -0.381 -4.486 -0.520  -0.586
H: 3.121 5.488 -9.390  0.374
C: -3.992 3.905 0.071  -0.442
H: -2.950 0.106 -0.537  0.159
N: -4.314 1.685 -0.431  0.476
H: -3.105 -1.475 -2.273  0.127
H: -3.933 -2.744 0.437  0.370
H: -3.914 -4.701 -0.895  0.355
H: -2.999 2.041 6.829  0.355
H: -3.384 1.030 5.422  0.435
C: 0.076 1.403 1.583  -0.471
H: -0.630 -3.718 -2.549  -0.153
H: 7.115 -3.890 6.591  0.012
H: 2.696 5.450 5.957  0.353
H: 5.885 1.589 -1.064  0.507
H: -3.596 4.820 0.541  0.553
C: 5.579 2.665 0.800  -0.714
H: 4.405 -5.214 5.131  0.412
H: 6.921 2.489 2.502  0.443
H: -1.655 2.936 5.013  0.052
H: 0.305 -5.206 0.002  0.416
C: 3.242 -1.247 -4.145  -0.784
F: 7.354 -1.297 0.853  -0.366
C: 2.490 0.810 1.208  0.987
C: 3.122 -2.612 -3.336  -0.543
H: 3.817 4.981 -4.439  0.402
H: 0.992 1.060 -0.463  0.408
H: 6.240 -0.983 -0.907  0.134
H: 1.031 3.453 6.162  0.313
H: -5.661 -1.206 -0.529  0.278
H: 3.191 3.819 -9.990  0.374
H: -2.863 2.145 1.150  0.094
Br: -3.645 0.379 -4.428  -0.066
C: -2.732 3.055 4.954  -0.587
H: -0.444 1.602 3.694  0.130
C: 7.426 -4.124 7.605  -0.254
C: -1.861 -4.879 -0.156  -0.941
C: -4.722 -8.106 -2.485  -0.666
Br: 5.384 4.559 -9.065  -0.152
H: -2.994 4.078 5.201  0.537
C: -3.935 -1.881 -1.650  -0.813
C: 0.904 4.448 6.582  -0.632
H: 8.906 -2.619 7.996  0.343
H: -0.416 -5.532 -2.453  -0.323
C: 1.696 -2.836 -2.732  -0.154
H: -6.176 8.738 0.694  0.372
Br: 5.893 -4.936 8.492  -0.136
C: -3.266 -2.675 -0.457  -0.375
H: -5.503 -1.249 -4.753  0.334
C: -4.019 0.250 -0.227  -0.254
H: 0.729 1.126 -3.558  0.525
Br: -5.523 6.710 1.985  -0.091
H: 1.286 6.524 6.045  0.372
C: 6.180 -1.486 0.086  -0.273
I: 4.093 3.990 1.721  0.080
C: 0.095 -5.755 -7.094  -0.614
C: -6.947 7.072 -0.478  -0.593
H: 4.076 -1.281 -4.887  0.412
H: -4.063 -0.046 0.852  0.300
C: -5.067 -0.507 -5.419  -0.695
Br: -2.300 5.415 10.832  -0.134
C: 3.136 4.118 -4.253  -0.715
C: 2.891 1.735 -3.508  1.042
C: 2.600 0.879 2.684  -0.773
H: -6.725 0.017 -6.679  0.360
H: 2.256 -1.012 -4.615  0.374
H: 3.300 4.497 -6.985  0.199
H: -5.615 1.369 -6.376  0.373
C: 4.992 1.868 -0.443  0.083
N: 1.808 4.346 -4.436  -0.524
H: -7.762 7.563 -1.009  0.407
H: 8.185 -4.904 7.578  0.365
C: 3.783 2.879 -3.806  -0.178
C: -0.068 -4.555 -2.055  0.799
Br: 6.131 -3.975 3.871  -0.174
H: -1.458 -6.027 -5.591  0.318
Si: 3.910 0.363 -0.009  -2.299
H: 3.308 -3.432 -4.073  0.606
H: -5.256 4.889 8.447  0.228
H: 1.092 -6.124 -7.321  0.388
C: 1.461 -4.364 -2.385  -0.276
Br: -6.598 -6.097 -3.287  -0.134
H: -2.017 -4.641 0.928  0.324
H: -0.127 -3.480 -0.087  0.106
Br: -5.959 5.872 10.598  -0.156
C: -4.671 5.384 9.221  -0.431
C: 6.346 1.788 1.843  -0.887
C: 1.161 1.100 0.634  -0.295
C: -3.424 2.039 5.826  -0.546
H: 2.114 -4.618 -1.510  0.206
H: -7.589 7.918 1.389  0.335
Br: -1.014 4.793 6.656  -0.056
C: -4.992 3.727 -1.000  -0.504
C: 2.847 4.019 -7.849  -0.476
O: 3.135 -0.380 -1.353  0.594
H: -0.068 3.392 -4.360  0.376
C: 4.385 -4.212 4.706  -0.596
C: -5.818 -7.870 -3.492  -0.588
Br: -5.422 7.169 -1.687  -0.143
C: -2.951 -4.133 -1.000  -0.534
C: -3.615 4.455 9.761  -0.244
Br: 6.775 -1.377 8.079  -0.135
H: 3.607 0.679 3.118  0.496
C: -0.594 -6.539 -6.009  -0.570
C: -4.870 -0.708 -1.138  -0.021
H: -2.738 -4.088 -2.091  0.352
H: -0.901 -7.517 -6.377  0.370
H: -0.503 -5.752 -8.004  0.368
H: 7.980 -3.085 9.436  0.388
H: -7.184 6.017 -0.352  0.370
H: -5.270 -0.218 -2.052  -0.288
H: -2.329 -2.168 -0.124  0.248
H: 1.234 4.444 7.620  0.394
Br: 0.282 -3.879 -6.600  -0.127
H: -4.454 -9.161 -2.450  0.396
H: -5.478 -7.949 -4.521  0.366
Si: 3.672 0.118 -2.894  -0.048
H: 3.483 -4.614 2.765  0.403
H: -0.917 1.602 1.149  0.346
H: -4.263 6.311 8.827  0.376
H: -4.508 -2.612 -2.278  0.441
C: 1.452 1.941 -3.737  -0.299
H: 4.341 2.609 -0.982  0.187
H: 6.336 3.368 0.370  0.583
Br: -7.264 1.098 -4.527  -0.133
C: -6.667 7.777 0.825  -0.624
H: 7.114 1.202 1.280  0.271
C: 1.026 3.257 -4.197  -0.639
H: 3.899 -2.609 -2.528  -0.056
N: 1.614 1.167 3.574  -0.490
H: 4.316 -3.482 5.510  0.407
Br: 0.616 -6.907 -4.529  -0.101
H: -6.642 -8.564 -3.330  0.345
H: -4.565 -1.015 -6.243  0.426
Br: -5.307 2.479 6.071  -0.186
H: -5.491 4.586 -1.483  0.153
H: 5.132 0.291 -2.881  -0.188
C: 3.277 -4.086 3.693  -0.700
H: 1.755 -4.933 -3.316  -0.048
H: 5.018 -0.859 1.929  0.370
H: -5.856 1.821 -2.018  0.027
Br: -3.085 -7.181 -2.991  -0.068
C: -5.194 2.321 -1.295  -0.159
H: 0.930 -2.429 -3.433  0.343
C: 1.620 5.519 5.801  -0.564
H: 1.772 4.195 -7.833  0.354
H: 4.863 2.732 -3.635  0.423
C: 7.926 -2.922 8.363  -0.586
H: -4.020 3.666 10.390  0.437
H: 6.129 -2.592 -0.083  0.298
H: -2.000 -5.975 -0.335  0.266
Br: 1.364 5.284 3.886  -0.155
Br: 2.958 -2.222 3.228  -0.025
H: -3.045 4.009 8.946  -0.079
Br: -3.169 2.796 3.067  0.207
H: 1.551 -2.290 -1.761  -0.234
C: 4.872 -1.055 0.843  0.102
H: 4.175 -1.931 0.789  0.225
C: 3.439 4.473 -9.158  -0.571
H: 5.702 1.169 2.498  0.172
H: 2.335 -4.443 4.108  0.363
C: -3.600 2.539 0.397  -0.542
Br: 3.050 2.098 -7.606  -0.120
C: 0.401 1.395 2.998  -0.261
H: -4.980 -7.768 -1.484  0.367

Cartesian forces (eV/Å) of the 3 atoms listed first:
C -0.3 -0.1 0.1
C 0.1 -0.3 0.1
H 0.0 0.0 0.1

2S+1	1
orbital gap	7.696	eV
E_LUMO	0.148	eV

---

Density functional theory data (wB97M-V/def2-TZVPD) for a cluster of 12 separate species, C51H87N3O9 in total.

Each line ends with the Mulliken charge.
Element x y z (Å)
N: -1.547 -5.327 -0.802  -0.544
C: -2.192 0.563 -5.694  -0.469
H: 0.213 4.638 -0.447  -0.401
O: -4.103 3.180 -2.005  -0.511
C: -2.977 -0.846 -3.957  -0.154
C: -5.508 -2.497 0.545  -0.392
H: 6.603 0.934 -3.879  0.247
C: -0.585 -3.541 5.188  -0.679
H: -4.463 4.385 4.080  0.295
H: 3.756 1.578 -3.203  -0.291
H: -1.860 -4.431 2.478  0.322
C: 4.010 0.802 2.811  -0.332
H: -4.026 3.795 5.774  0.277
C: 3.413 -0.595 2.817  0.410
H: -1.161 4.575 -2.172  0.395
C: 4.217 -1.054 -7.510  -0.268
C: -2.267 3.486 -0.705  0.625
H: -2.541 2.837 -3.323  -0.021
H: -0.304 -2.517 3.303  -0.137
N: 3.456 -1.162 -5.250  -0.393
C: -3.073 3.675 -2.874  -0.275
H: -4.343 -0.134 -1.492  -0.234
H: 5.172 -2.122 -5.964  0.367
H: -3.498 4.328 -3.637  0.404
H: 5.043 0.881 3.150  0.360
C: -1.247 -4.866 0.483  -0.466
H: 3.060 0.139 -8.866  0.368
C: -5.061 -0.710 -0.908  0.063
C: -3.743 3.043 -0.632  0.136
H: -1.847 4.413 5.233  0.405
O: -2.928 1.824 3.752  -0.220
C: 0.259 0.283 -1.294  -0.514
C: 2.930 0.416 4.851  -0.500
H: -2.378 -0.982 4.325  0.008
O: 2.450 -3.458 1.282  -0.052
H: -4.971 -0.495 1.289  0.393
C: 3.101 5.321 1.031  -0.690
H: -5.985 -3.881 -1.082  0.357
H: -3.692 -1.130 -3.199  0.682
H: 2.399 5.779 -1.002  0.547
H: 5.363 1.390 -4.995  0.025
H: 4.143 -1.359 2.549  0.192
H: 1.476 -5.430 0.120  -0.102
H: -4.384 3.687 -0.030  0.293
H: -4.159 -5.413 2.049  0.384
C: -0.461 -0.657 -0.270  0.357
H: 1.607 1.073 -7.058  0.567
H: 2.886 -5.816 -0.856  0.449
C: -3.841 3.741 4.701  -0.548
C: -2.279 -2.066 4.267  0.516
H: -1.885 3.811 0.263  0.604
C: -2.354 3.966 4.378  -0.528
H: 2.542 -0.720 2.174  -0.349
H: 5.071 1.209 -2.045  0.239
H: -1.102 0.885 0.923  -0.150
H: -2.669 -2.319 3.281  -0.173
H: 4.975 -1.392 -8.202  0.389
H: 0.309 4.910 2.394  0.274
H: -2.391 -4.725 5.050  0.271
N: -0.784 -1.187 -4.883  -0.363
C: 4.775 1.817 -2.900  0.210
H: 3.004 6.357 1.357  0.258
H: 6.880 3.667 -2.365  0.310
C: -1.780 2.574 4.116  0.494
H: -5.081 -3.243 1.215  -0.006
H: -0.227 0.003 -6.456  0.533
H: 4.810 3.398 -1.386  -0.143
C: 4.797 3.238 -2.464  0.168
H: -0.228 -1.494 4.693  0.249
O: 2.375 4.573 2.063  -0.516
H: 3.867 -3.618 0.015  0.328
H: 1.773 0.067 -4.795  0.335
H: 2.628 4.041 -0.533  -0.776
C: -3.707 -6.035 0.096  -0.392
C: 0.975 4.438 1.672  0.646
H: -2.239 4.719 3.598  0.208
H: -2.680 5.328 -1.614  0.326
H: 2.628 -6.517 1.931  0.338
C: -0.770 -2.342 4.273  0.244
H: 0.486 6.105 0.377  0.458
H: -0.098 -0.356 1.831  0.057
H: -3.906 1.487 5.279  0.421
C: 2.334 5.038 -0.205  0.610
H: 0.719 3.380 1.616  -0.635
H: -6.514 -2.276 0.903  0.314
H: -0.287 -4.383 0.596  0.482
H: 3.806 1.236 1.832  0.039
H: 3.868 3.665 -2.843  0.176
C: 2.345 0.316 -6.837  -0.451
C: -2.167 -4.818 1.518  -0.122
H: 1.752 1.849 -1.170  -0.139
C: 5.824 1.677 -4.050  -0.078
H: -3.043 -6.521 -1.827  0.375
C: 2.798 -3.831 0.034  -0.669
H: -1.644 2.616 -0.909  -1.059
C: 2.723 -4.438 2.264  -0.037
H: -1.475 -0.943 -0.548  0.217
H: 3.703 0.520 5.613  0.302
C: -4.682 -1.236 0.544  0.237
H: 0.532 -0.252 -2.204  0.574
C: -2.187 4.386 -1.858  -0.621
H: 0.102 -3.383 6.019  0.468
H: -2.475 1.381 -6.340  0.423
C: -5.342 -3.028 -0.863  -0.196
C: -2.767 -5.911 -0.979  -0.409
H: 3.595 -4.180 2.864  0.233
H: 4.147 5.014 1.013  0.392
H: -1.986 -4.157 6.688  0.354
H: -4.213 0.622 -4.723  0.459
C: -3.261 0.139 -4.888  -0.595
C: -0.249 0.205 0.909  -0.372
C: 3.109 -5.672 1.440  -0.893
H: -5.924 -0.082 -0.687  0.395
H: -5.024 1.985 4.049  0.282
C: -2.002 -3.889 5.631  -0.629
C: 3.115 1.485 3.802  0.224
O: 6.259 3.006 -4.237  -0.484
H: 2.175 1.777 3.335  -0.511
O: 3.115 -0.813 4.196  -0.461
C: -0.966 -0.086 -5.674  -0.531
H: -4.351 -3.445 -1.041  0.058
C: -1.721 -1.469 -3.943  -0.721
O: -5.363 -1.882 -1.638  -0.489
C: 2.553 -5.281 0.033  -0.056
O: -2.784 -2.667 5.398  -0.526
H: 2.380 0.328 -0.581  0.215
H: -1.141 2.440 3.243  -0.575
C: 1.488 0.954 -0.606  -0.077
H: -0.439 1.065 -1.595  -0.370
H: 0.102 -1.575 -0.097  -0.258
C: 6.043 3.792 -3.053  -0.730
H: 4.196 -5.739 1.462  0.355
C: 2.412 -0.373 -5.546  -0.116
H: 3.650 2.370 4.147  0.476
C: 4.397 -1.406 -6.194  -0.255
H: -0.210 -4.400 4.632  0.061
H: -1.536 -2.227 -3.196  0.683
H: 1.901 0.379 5.207  0.196
H: -4.629 -6.592 0.021  0.424
H: 6.081 4.875 -3.170  0.384
H: 1.941 -4.572 3.012  -0.041
C: 0.896 5.101 0.266  -0.194
H: -3.624 -1.492 0.603  -0.382
H: 2.368 -3.266 -0.793  0.306
H: -1.326 2.060 4.963  0.238
C: -4.071 2.243 4.512  -0.672
H: -3.820 1.965 -0.487  -0.267
C: -3.400 -5.420 1.280  -0.171
O: 0.901 1.099 0.666  0.155
C: 3.170 -0.182 -7.841  -0.530

Cartesian forces (eV/Å) of the 3 atoms listed first:
N -1.1 -0.4 1.4
C -1.5 0.5 -0.1
H 0.1 -0.4 0.3

2S+1	1
ΔE to the lowest compared entry with this formula, charge and spin	0.0	kJ/mol
orbital gap	9.607	eV
E_LUMO	0.519	eV
structure (SMILES)	c1ccncc1.c1ccncc1.c1ccncc1.C1CCOC1.C1CCOC1.C1CCOC1.C1CCOC1.C1CCOC1.C1CCOC1.C1CCOC1.C1CCOC1.C1CCOC1

---

| no. | strongest force on any atom (eV/Å) | total energy (eV) |
| --- | --- | --- |
| 1 | 1.07 | -96092.4874 |
| 2 | 3.66 | -1488240.1554 |
| 3 | 4.84 | -77186.5860 |